The following is a quantum chemistry calculation of C4H9FO in the gas phase in a non-equilibrium geometry, from OMol25.

Summary:
SMILES string: CC(C)(F)CO
LUMO energy: 0.8257 eV
frontier orbital gap: 11.19 eV
HOMO: -10.37 eV
electronic energy: -9058.5540 eV

Geometry as ORCA input:
```
! wB97M-V def2-TZVPD RIJCOSX def2/J DEFGRID3
* xyz 0 1
F -1.453 -0.312 0.115
O 1.029 -1.036 1.433
C 0.272 -0.710 -1.358
C -0.260 0.187 -0.315
C -0.448 1.655 -0.684
C 0.688 0.225 0.891
H 1.627 0.810 0.689
H 1.354 -0.597 -1.403
H -0.141 -0.558 -2.366
H -1.305 1.840 -1.373
H 0.252 0.706 1.779
H -0.553 2.181 0.296
H 0.518 1.882 -1.104
H 0.112 -1.747 -0.974
H 1.463 -1.567 0.752
*
```